[1]
C48H44N5O2PdS3Se | the ωB97M-V functional and the def2-TZVPD basis

XYZ file:
```
104
Properties=species:S:1:pos:R:3:forces:R:3:lowdin_charge:R:1
Pd 0.21406 -0.34086 -1.02960 0.3 0.5 0.7 0.5341
C -1.35935 -2.25696 7.18075 0.0 0.0 0.0 -0.0577
C -1.27111 -2.28812 5.67505 0.0 0.0 0.1 -0.2765
C -2.00345 -3.20480 4.93094 0.0 0.0 0.0 -0.0417
C -1.92679 -3.22928 3.54378 0.1 0.0 0.0 -0.0722
C -1.11358 -2.31761 2.88482 0.1 0.1 0.4 -0.2739
C -0.34527 -1.41119 3.61481 -0.2 0.0 0.0 -0.0418
C -0.43745 -1.39789 4.99690 0.0 0.0 0.0 -0.0376
S -1.00009 -2.32523 1.11974 0.5 -0.6 -0.3 0.5314
O 0.41300 -1.99682 0.84826 -0.3 -0.2 0.0 -0.4077
O -1.45792 -3.64055 0.70927 0.1 0.2 0.2 -0.3224
N -1.74840 -1.14928 0.46015 -1.3 0.5 0.2 -0.1942
C -3.10278 -0.84567 0.55905 0.6 -0.2 -0.5 -0.2393
C -3.98935 -1.27416 1.52061 -0.3 0.0 0.3 -0.0165
C -5.33629 -0.83507 1.56315 0.3 -0.2 0.1 -0.0866
C -5.83104 0.02362 0.63411 0.1 0.1 -0.2 -0.0676
C -4.97059 0.45490 -0.41047 -0.3 0.2 0.0 -0.1644
C -5.42567 1.31740 -1.43684 -0.1 -0.1 0.1 -0.0302
C -4.58914 1.68730 -2.44290 0.3 0.0 -0.1 -0.0562
C -3.26709 1.17574 -2.42852 -0.2 0.1 -0.1 -0.1354
N -2.81399 0.38605 -1.49781 -0.1 -0.2 0.2 0.1029
C -3.63115 0.02540 -0.46805 0.2 0.0 -0.2 -0.1593
H -2.04728 -3.01444 7.55804 0.0 0.0 -0.1 0.0696
H -1.70705 -1.28321 7.53319 0.0 0.0 0.0 0.0789
H -0.38380 -2.43711 7.63719 0.0 0.0 0.0 0.0782
H -2.64265 -3.91691 5.44421 0.0 0.0 0.0 0.1084
H -2.47963 -3.96451 2.97180 0.0 0.1 0.0 0.1134
H 0.32137 -0.73060 3.09716 -0.1 -0.1 0.0 0.0997
H 0.15757 -0.68699 5.56352 0.0 0.0 0.0 0.1148
H -3.66297 -1.95147 2.29253 0.1 0.0 0.0 0.0817
H -5.97421 -1.19877 2.36040 0.0 0.0 0.0 0.0994
H -6.85959 0.36383 0.65761 0.0 0.0 0.0 0.1015
H -6.45434 1.66133 -1.40878 0.0 0.0 0.0 0.1107
H -4.91409 2.33989 -3.24356 0.0 0.0 0.0 0.0980
H -2.56543 1.43658 -3.22037 -0.1 0.0 0.0 0.0969
S 0.57164 0.80416 -2.91960 -0.1 0.5 -0.2 0.7325
C -0.27999 -0.12914 -4.08245 0.1 0.1 -0.4 -0.6856
C -0.47423 0.36165 -5.40188 0.2 0.0 0.5 -0.0475
C -1.12437 -0.39668 -6.33962 -0.2 0.2 -0.9 -0.1830
C -1.33250 0.15731 -7.67575 0.1 -0.3 0.6 -0.1655
N -1.49275 0.60513 -8.72113 0.0 0.0 0.0 0.1598
C -1.59836 -1.68846 -6.03679 -0.3 -0.4 -0.6 -0.1902
C -1.39646 -2.18592 -4.76701 0.1 0.0 0.4 -0.0424
C -0.76080 -1.40886 -3.79960 -0.4 -0.2 -0.4 -0.6592
S -0.54994 -2.05438 -2.17579 0.3 -1.3 -0.5 0.6383
C -2.27933 -2.49241 -7.03554 0.3 0.4 0.4 -0.1799
N -2.82455 -3.13547 -7.81743 0.0 0.0 0.0 0.1515
H -0.10933 1.34826 -5.65994 0.0 0.0 0.0 0.1209
H -1.73922 -3.18400 -4.52070 0.0 0.1 0.0 0.1287
Se 1.60214 -2.68327 -2.78662 -0.2 0.2 -0.6 0.8853
C 2.49342 -3.91340 -1.64873 -0.2 -0.4 0.1 -0.5600
C 3.11782 -4.94135 -2.35611 0.1 -0.1 0.2 -0.1530
C 3.93305 -5.84135 -1.68384 0.0 0.1 0.0 -0.0962
C 4.09794 -5.73236 -0.30973 0.0 0.0 0.0 -0.0963
C 3.46502 -4.71121 0.38785 -0.1 0.0 -0.1 -0.0732
C 2.66482 -3.78731 -0.27299 0.2 0.0 -0.2 -0.0869
H 2.97388 -5.03305 -3.42541 -0.1 0.0 0.0 0.0861
H 4.42437 -6.63352 -2.23519 0.0 0.0 0.0 0.0984
H 4.72210 -6.44326 0.21762 0.0 0.0 0.0 0.0966
H 3.59899 -4.61929 1.45810 0.0 0.0 0.0 0.1050
H 2.18625 -2.98581 0.26546 -0.1 0.0 0.0 0.0756
C 5.23548 -0.82538 -2.19345 0.0 0.0 0.1 -0.0510
C 4.60676 0.34445 -1.46574 0.0 -0.2 -0.2 -0.2753
C 5.34061 1.49517 -1.18521 -0.1 -0.1 0.0 -0.0483
C 4.70755 2.51695 -0.49990 -0.2 0.2 0.2 -0.2832
C 5.45597 3.78061 -0.13529 0.0 0.0 0.0 -0.0649
C 3.36347 2.40997 -0.12860 0.1 0.0 -0.1 -0.0169
C 2.56428 1.28582 -0.44190 -0.2 0.1 0.6 -0.2889
C 3.28130 0.25966 -1.09029 -0.2 -0.2 0.0 -0.0631
N 1.21692 1.09889 -0.08823 1.0 1.1 0.6 -0.1022
C 0.49753 2.15957 0.67157 0.2 0.1 -0.2 -0.4344
C 0.38964 3.50072 -0.09585 0.0 0.0 0.0 -0.0828
C -0.41122 4.53919 0.70602 0.1 -0.1 0.1 -0.2834
C -1.84176 4.03600 0.90606 0.0 0.0 -0.1 -0.1227
C -1.79204 2.71389 1.66957 0.1 0.0 0.0 -0.2737
C -1.16723 2.93986 3.04630 0.0 0.0 0.1 -0.1231
C 0.26894 3.42849 2.86241 0.0 0.0 -0.2 -0.2836
C 0.25761 4.74932 2.07500 0.0 0.0 0.0 -0.1182
C 1.08188 2.37729 2.08758 0.0 0.1 -0.1 -0.0756
C -0.94182 1.70494 0.89271 -0.1 -0.1 0.1 -0.1298
H 6.32138 -0.72469 -2.24113 0.0 0.0 0.0 0.0664
H 4.86211 -0.90298 -3.21915 0.0 0.0 0.0 0.0773
H 5.00719 -1.77403 -1.69788 0.0 0.1 0.0 0.0696
H 6.38294 1.57675 -1.48025 -0.1 0.0 0.0 0.1016
H 6.50030 3.73177 -0.45165 -0.1 0.0 0.0 0.0650
H 5.44294 3.95238 0.94473 0.0 0.0 0.0 0.0732
H 5.00836 4.66069 -0.60511 0.0 0.0 0.0 0.0738
H 2.96282 3.24115 0.42180 -0.1 0.1 0.0 0.0765
H 2.76247 -0.65977 -1.29868 -0.1 -0.2 -0.1 0.0246
H -0.10554 3.28992 -1.05162 0.0 0.0 0.0 0.1126
H 1.36424 3.91664 -0.33467 0.1 0.0 -0.1 0.0992
H -0.42647 5.48590 0.15684 0.0 0.0 0.0 0.1331
H -2.31847 3.88166 -0.06909 0.0 0.0 0.0 0.1171
H -2.44115 4.77460 1.45256 0.0 0.0 0.0 0.1150
H -2.80153 2.31046 1.78424 0.0 0.0 0.0 0.1374
H -1.17238 2.00210 3.61309 0.0 0.0 0.0 0.1138
H -1.75093 3.67183 3.61887 0.0 0.0 0.0 0.1157
H 0.73043 3.58740 3.84204 0.0 0.0 0.0 0.1325
H 1.28322 5.11142 1.93600 0.0 0.0 0.0 0.1162
H -0.28551 5.51590 2.64231 0.0 0.0 0.0 0.1134
H 1.07304 1.41431 2.60854 -0.1 0.0 0.0 0.1137
H 2.11844 2.69843 2.05520 0.1 0.0 0.0 0.0993
H -1.39308 1.51111 -0.08024 0.0 0.0 0.0 0.0826
H -0.92275 0.76111 1.43312 0.0 0.0 0.0 0.0933
```
Forces are in eV/Å.

Summary:
HOMO energy, hartree: -0.1597
Multiplicity: 1
E, eV: -163371.0334
Charge: -1

[2]
C48H45AsCrN3O5 | the ωB97M-V functional and the def2-TZVPD basis

XYZ file:
```
103
Properties=species:S:1:pos:R:3:forces:R:3:lowdin_charge:R:1
Cr -0.06601 -0.61786 1.46150 -0.2 0.4 -0.1 0.9079
C -1.67852 -3.33866 0.62005 0.0 0.1 0.1 -0.0457
O -1.08691 -2.51510 1.62963 0.1 0.0 0.0 -0.1854
C -0.94609 -3.05184 2.91156 -0.1 0.0 -0.1 -0.1956
C -1.15942 -4.37430 3.21883 0.0 0.0 0.0 -0.0329
C -1.03245 -4.78926 4.54909 0.0 0.0 0.0 -0.1169
C -0.71771 -3.86035 5.52726 0.0 0.1 0.0 -0.1139
C -0.51422 -2.52116 5.20973 0.0 -0.1 0.1 -0.0196
C -0.60489 -2.09391 3.88471 0.0 0.2 -0.1 -0.2057
N -0.46141 -0.81006 3.41673 0.1 -0.1 0.3 -0.0925
N -0.37353 0.16063 4.33424 0.0 -0.1 -0.2 0.0916
C -0.56494 1.41627 3.85112 0.0 0.0 0.1 -0.1720
C -1.04021 1.72554 2.55453 -0.1 0.0 -0.1 -0.3138
O -1.30512 0.81503 1.62294 0.0 0.0 0.0 -0.2530
C -1.28083 3.08016 2.20852 0.0 0.0 0.0 -0.0114
C -1.06982 4.10518 3.07932 0.0 0.0 0.1 -0.0510
C -0.58740 3.84167 4.39286 0.0 0.0 -0.1 -0.1866
C -0.35654 4.88577 5.31707 0.0 0.0 0.0 -0.0614
C 0.10585 4.62863 6.57951 0.0 -0.1 0.0 -0.1162
C 0.35882 3.29683 6.96565 0.0 0.1 0.0 -0.1071
C 0.14558 2.26669 6.08700 0.0 0.0 -0.1 -0.0360
C -0.33511 2.50669 4.77826 0.0 -0.1 0.0 -0.0990
H -1.04117 -4.19335 0.40101 0.0 0.0 0.0 0.0985
H -1.77068 -2.71785 -0.26621 0.1 -0.1 0.0 0.0753
H -2.66074 -3.67029 0.95952 0.0 0.0 0.0 0.1080
H -1.42506 -5.08820 2.45147 0.0 0.0 0.0 0.1020
H -1.18964 -5.83024 4.80233 0.0 0.0 0.0 0.0883
H -0.63119 -4.17756 6.56029 0.0 0.0 0.0 0.0923
H -0.28660 -1.78468 5.96740 0.0 0.0 0.0 0.0964
H -1.63925 3.26194 1.20215 0.0 0.0 0.0 0.1082
H -1.25754 5.13162 2.78114 0.0 0.0 0.0 0.1004
H -0.55563 5.90510 5.00211 0.0 0.0 0.0 0.1014
H 0.27760 5.44114 7.27605 0.0 0.0 0.0 0.0879
H 0.72731 3.08598 7.96289 0.0 0.0 0.0 0.0891
H 0.34159 1.24314 6.37476 0.0 0.0 0.0 0.0954
O 4.35282 -2.42418 1.52510 -0.1 0.0 0.0 0.0863
C 4.72973 -1.12693 1.61572 0.1 0.0 0.0 -0.2468
C 6.08115 -0.77950 1.61484 -0.1 0.0 0.0 -0.0300
C 6.46907 0.54407 1.69995 0.1 0.0 0.0 -0.0911
C 5.51754 1.55152 1.78558 0.0 0.0 0.0 -0.0855
C 4.17757 1.20695 1.78075 0.0 0.1 0.0 -0.0047
C 3.76318 -0.12052 1.70098 -0.1 0.0 0.0 -0.0446
C 2.29590 -0.37505 1.67908 0.0 0.0 0.0 -0.5174
O 1.79062 -1.52648 1.74083 0.2 0.0 0.0 -0.0226
O 1.50740 0.62072 1.57054 0.0 -0.1 0.1 -0.0561
H 5.14173 -2.96310 1.41708 0.0 -0.1 0.0 0.1066
H 6.82611 -1.56512 1.54444 0.0 0.0 0.0 0.1091
H 7.52476 0.78859 1.69834 0.0 0.0 0.0 0.1006
H 5.81589 2.58939 1.85263 0.0 0.0 0.0 0.0986
H 3.40595 1.96429 1.83861 0.0 0.0 0.0 0.1267
C 1.77336 4.81506 -5.06698 0.0 0.0 0.0 -0.0615
C 1.10156 3.78927 -4.19108 0.0 0.0 0.0 -0.2788
C -0.27881 3.72677 -4.07600 0.0 0.0 0.0 -0.0303
C -0.90305 2.77666 -3.27332 0.0 0.1 0.0 -0.3116
C -2.40891 2.82849 -3.17285 0.0 0.0 0.0 -0.0780
C -0.13464 1.82505 -2.57336 0.0 0.1 0.0 -0.3017
As -1.20684 0.68435 -1.34705 0.2 -0.1 0.1 1.3784
N -0.13667 -0.65479 -0.60918 0.1 -0.2 -0.2 -0.2798
C 0.51730 -1.60782 -1.40073 -0.1 0.1 0.2 -0.3608
C 1.11450 -2.75065 -0.82492 -0.1 -0.1 0.0 -0.0556
C 1.76239 -3.70787 -1.59000 0.0 0.0 0.0 -0.0993
C 1.86023 -3.58821 -2.97118 0.0 0.0 0.0 -0.1284
C 1.30755 -2.45897 -3.55810 0.0 0.0 0.0 -0.0973
C 0.66410 -1.49757 -2.79358 -0.1 -0.1 0.0 -0.0867
C -2.34792 -0.45516 -2.53444 -0.1 -0.1 0.1 -0.2524
C -3.36279 -1.09317 -1.78352 0.0 -0.1 0.0 -0.2842
C -3.62070 -0.81991 -0.31485 -0.1 0.1 -0.1 -0.0918
C -4.22782 -1.99250 -2.40245 0.0 0.0 0.0 -0.0286
C -4.15183 -2.27367 -3.75806 0.0 0.0 0.0 -0.2778
C -5.07803 -3.26695 -4.40888 0.0 0.0 0.0 -0.0597
C -3.19125 -1.60348 -4.49403 0.0 0.0 0.0 -0.0290
C -2.29917 -0.69948 -3.91648 0.0 0.0 0.0 -0.2671
C -1.36350 -0.02047 -4.89431 0.0 0.0 0.0 -0.0649
C 1.26607 1.92781 -2.62087 0.0 0.0 0.0 -0.2505
C 2.19826 1.06761 -1.80416 0.1 0.1 -0.1 -0.0391
C 1.84828 2.89337 -3.44138 0.0 0.0 0.0 -0.0234
H 1.03851 5.43244 -5.58521 0.0 0.0 0.0 0.0673
H 2.40338 4.33860 -5.82164 0.0 0.0 0.0 0.0751
H 2.41436 5.47748 -4.48041 0.0 0.0 0.0 0.0761
H -0.89331 4.44133 -4.61687 0.0 0.0 0.0 0.1066
H -2.79899 3.65162 -3.77257 0.0 0.0 0.0 0.0727
H -2.72878 2.97889 -2.13801 0.0 0.0 0.0 0.0678
H -2.88499 1.90890 -3.51504 0.0 0.0 0.0 0.0599
H 1.09644 -2.88139 0.24533 0.0 0.0 0.0 0.0826
H 2.20321 -4.56260 -1.08568 0.0 0.0 0.0 0.0968
H 2.36493 -4.34030 -3.56555 0.0 0.0 0.0 0.0839
H 1.38553 -2.30675 -4.63045 0.0 0.0 0.0 0.0957
H 0.29952 -0.61277 -3.28072 0.0 0.0 0.0 0.0512
H -2.73087 -0.81052 0.30760 0.0 0.0 0.0 0.0189
H -4.30344 -1.57169 0.08703 0.0 0.0 0.0 0.0772
H -4.08432 0.16110 -0.18345 0.0 0.0 0.0 0.0887
H -4.98781 -2.48272 -1.79944 0.0 0.0 0.0 0.1082
H -5.81961 -3.63547 -3.69905 0.0 0.0 0.0 0.0683
H -4.52429 -4.12755 -4.79219 0.0 0.0 0.0 0.0774
H -5.61005 -2.81979 -5.25165 0.0 0.0 0.0 0.0746
H -3.11850 -1.78436 -5.56498 0.0 0.0 0.1 0.1189
H -0.85490 -0.77060 -5.50443 0.0 0.0 0.0 0.0822
H -0.61324 0.61142 -4.43205 -0.1 -0.1 -0.1 0.0412
H -1.94025 0.61575 -5.57315 0.0 0.0 0.0 0.0892
H 1.80873 0.89704 -0.80663 0.0 0.0 0.1 0.0524
H 3.16764 1.56171 -1.71678 0.0 0.0 0.0 0.0783
H 2.35811 0.08960 -2.26514 0.0 0.1 0.0 0.0775
H 2.93377 2.94886 -3.47661 0.0 0.0 0.0 0.1146
```
Forces are in eV/Å.

Summary:
HOMO energy (alpha / beta), hartree: -0.1114 / -0.1641
Multiplicity: 5
E, eV: -154478.3114
Charge: -1